(a)
Formula: C4H31N2O12
Source: OMol25
Level of theory: ωB97M-V/def2-TZVPD

Summary:
* orbital gap: 0.377 Ha
* net charge: +1
* HOMO: -12.55 eV

Geometry as XYZ:
```
49
Properties=species:S:1:pos:R:3:mulliken_charge:R:1
N 1.89890 -1.75696 -0.02722 -0.130
C 0.60318 -1.07784 -0.22978 0.258
C 0.28895 -0.37348 1.09089 -0.421
O 0.79316 -1.20609 2.11928 -0.635
C 0.73334 -0.26082 -1.51774 -0.116
N -0.17099 0.66023 -1.85508 0.163
C -1.07265 1.32750 -0.93781 -1.039
O 1.49965 -0.74933 -2.35550 -0.785
H 2.45416 -1.33424 0.69947 0.345
H 2.36999 -1.75599 -0.91953 0.334
H 1.70989 -2.75789 0.23793 0.369
H -0.18620 -1.77234 -0.50203 0.517
H 0.76634 0.57065 1.11409 -0.148
H -0.77133 -0.28737 1.24754 0.460
H 0.07304 -1.37456 2.74242 0.570
H -0.01789 1.18008 -2.72710 0.406
H -1.75096 1.94565 -1.50087 0.694
H -0.56472 1.93012 -0.17969 0.106
H -1.65753 0.68049 -0.27174 0.018
H -2.72803 -1.90506 -2.68838 0.353
H -2.35119 -1.59333 -4.23106 0.306
O -2.14307 -2.14627 -3.42588 -0.644
H -1.43750 1.57479 3.02822 0.241
H -0.61090 2.84849 2.61354 0.281
O -0.77735 1.91116 2.44012 -0.494
H 1.18794 3.95504 -3.37264 0.334
H 1.66721 3.40234 -2.02509 0.381
O 1.51407 3.13238 -2.97758 -0.613
H 2.54192 1.75842 -0.53454 0.344
H 3.19677 0.77845 -1.42959 0.391
O 2.85734 0.80073 -0.52016 -0.609
H -2.01882 -1.43212 4.09625 0.310
H -2.35933 -1.40966 2.57545 0.382
O -1.67194 -1.08279 3.26957 -0.669
H -3.48483 -1.36750 0.49353 0.403
H -3.65391 -2.72438 1.28380 0.343
O -3.70376 -1.76013 1.37698 -0.738
H 1.41811 -5.24178 0.49195 0.291
H 0.87644 -4.74606 -0.92011 0.326
O 1.07506 -4.46150 0.00634 -0.657
H 2.14234 3.23447 0.75778 0.210
H 2.80762 3.90468 -0.36593 0.332
O 1.98714 3.37499 -0.20433 -0.708
H -4.47020 -0.55894 -1.49919 0.287
H -3.10460 0.12962 -1.46166 0.372
O -3.56229 -0.67635 -1.18137 -0.675
H 1.96352 1.73931 2.71849 0.286
H 3.27271 2.56001 3.04068 0.273
O 2.57121 2.41315 2.41728 -0.605
```

***

(b)
Formula: C4H31N2O12
Source: OMol25
Level of theory: ωB97M-V/def2-TZVPD

Summary:
* orbital gap: 0.386 Ha
* net charge: +1
* HOMO: -12.68 eV

Geometry as XYZ:
```
49
Properties=species:S:1:pos:R:3:mulliken_charge:R:1
N 1.34530 1.88015 -1.06638 -0.036
C -0.07016 1.43196 -1.35792 -0.683
C -0.03174 -0.06754 -1.67711 0.737
N -1.16952 -0.70478 -2.04480 -0.019
C -2.52008 -0.18921 -1.80182 -1.001
C -2.95945 -0.42883 -0.33309 0.641
O -2.87028 -1.80127 0.00072 -0.625
O 1.03489 -0.65946 -1.67477 -0.784
H 1.95578 1.07065 -0.95175 0.285
H 1.41992 2.47025 -0.21503 0.445
H 1.70747 2.42265 -1.86946 0.460
H -0.73782 1.68405 -0.43880 0.081
H -0.46637 2.00637 -2.16350 0.392
H -1.15957 -1.70628 -2.29703 0.396
H -2.56722 0.88474 -1.97530 0.367
H -3.23365 -0.67876 -2.51804 0.349
H -4.05257 -0.23698 -0.15621 0.394
H -2.35131 0.16911 0.40644 -0.507
H -1.97977 -2.07932 0.12999 0.380
H 1.43297 -1.62286 3.78098 0.290
H 1.39571 -1.40484 2.22137 0.485
O 1.21924 -0.98237 3.11965 -0.830
H 4.03449 -0.08584 0.00274 0.250
H 3.19134 0.58581 1.14904 0.389
O 3.17949 0.25640 0.21730 -0.647
H -2.54426 -4.12700 -2.45087 0.255
H -2.76305 -2.99863 -1.43284 0.341
O -2.12773 -3.42560 -1.99919 -0.663
H -0.46144 -3.86174 0.64618 0.211
H -0.79637 -3.41411 -0.78077 0.341
O -0.52832 -3.08542 0.11308 -0.695
H -1.77963 -1.00230 2.32781 0.303
H -0.40625 -0.58111 2.99647 0.480
O -1.32908 -0.31508 2.82396 -0.837
H 2.01696 2.41959 -4.33120 0.301
H 1.75983 3.89144 -3.91680 0.285
O 1.60905 2.98778 -3.64173 -0.624
H 1.75737 2.39380 1.97785 0.440
H 0.25928 2.67212 1.59425 0.441
O 1.17267 2.93561 1.35320 -0.907
H -1.90319 2.61623 2.04986 0.325
H -1.38872 1.17569 2.08853 0.392
O -1.34867 2.04828 1.55591 -0.753
H 1.05389 -2.30492 0.35831 0.531
H 2.13389 -1.20267 0.25450 0.478
O 1.81331 -2.00382 0.80879 -0.828
H 3.19987 1.38768 3.44448 0.289
H 2.13677 0.39665 2.97909 0.442
O 2.71670 1.18373 2.69389 -0.755
```

***

Least stable = (a)

***

(a)
Formula: C5H6
Source: OMol25
Level of theory: ωB97M-V/def2-TZVPD

Summary:
* orbital gap: 0.366 Ha
* SMILES string: C=C1[C@H]2C[C@@H]12
* HOMO: -8.76 eV

Geometry as XYZ:
```
11
Properties=species:S:1:pos:R:3:mulliken_charge:R:1
C 2.06111 -0.08047 -0.13263 -0.728
C 0.73155 -0.08621 0.09117 0.329
C -0.49566 0.58276 0.59290 -0.443
C -1.43081 0.10289 -0.49353 -0.556
C -0.57322 -0.85283 0.24127 -0.299
H 2.25330 -1.01713 -0.71040 0.188
H 2.77994 0.69548 -0.03750 0.321
H -0.78219 1.31395 1.25680 0.420
H -2.43903 0.11518 -0.28374 0.325
H -1.25776 0.10599 -1.61555 0.183
H -0.81831 -1.65484 0.88980 0.260
```

***

(b)
Formula: C5H6
Source: OMol25
Level of theory: ωB97M-V/def2-TZVPD

Summary:
* orbital gap (alpha / beta): 0.321 / 0.285 Ha
* HOMO (alpha / beta): -9.06 / -8.05 eV

Geometry as XYZ:
```
11
Properties=species:S:1:pos:R:3:mulliken_charge:R:1
C -1.07233 -0.01886 0.21466 -0.232
C 2.27643 1.56425 -0.64350 -0.261
C -2.00422 -2.20499 1.09218 -0.801
C 1.10254 1.59075 -1.16572 -0.526
C -1.25274 -1.16227 0.64355 0.236
H 0.65860 1.54935 -2.11050 0.341
H -0.66836 0.92074 -0.17250 0.275
H 2.45195 1.50920 0.49756 0.185
H 3.20169 1.63787 -1.15969 0.262
H -2.05983 -2.53672 2.21904 0.205
H -2.63373 -2.84932 0.58492 0.315
```

***

Least stable = (b)

***

(a)
Formula: C5H6
Source: OMol25
Level of theory: ωB97M-V/def2-TZVPD

Summary:
* orbital gap: 0.388 Ha
* HOMO: -9.47 eV

Geometry as XYZ:
```
11
Properties=species:S:1:pos:R:3:mulliken_charge:R:1
C 0.22895 -0.72539 -0.79528 -0.120
C -0.87195 -0.23933 0.06370 -0.645
C 0.97901 0.30599 -0.04371 -0.709
C -0.26198 1.13350 0.24821 -0.169
C 0.16217 0.16572 1.16297 -0.171
H 0.60359 -1.72553 -0.50252 0.225
H 0.17628 -0.71141 -1.99262 0.228
H -2.37870 -0.64094 0.10101 0.231
H 2.01637 0.56496 -0.11516 0.409
H -0.45131 2.22011 0.24868 0.399
H 0.53341 0.33096 2.26207 0.321
```

***

(b)
Formula: C5H6
Source: OMol25
Level of theory: ωB97M-V/def2-TZVPD

Summary:
* orbital gap: 0.392 Ha
* SMILES string: C#CC1CC1
* HOMO: -9.44 eV

Geometry as XYZ:
```
11
Properties=species:S:1:pos:R:3:mulliken_charge:R:1
C 2.49535 -0.17475 -0.01876 0.402
C 1.33826 0.08172 -0.23768 -0.741
C -0.05257 0.39398 -0.47894 -0.280
C -1.10905 -0.66184 -0.26134 -0.544
C -0.99902 0.47937 0.69850 -0.552
H 3.52092 -0.39947 0.17553 0.399
H -0.22870 1.09192 -1.29421 0.310
H -1.94480 -0.67454 -0.95374 0.235
H -0.77565 -1.64050 0.06640 0.269
H -1.75777 1.25637 0.67341 0.232
H -0.57277 0.28545 1.67882 0.271
```

***

Least stable = (a)

***

(a)
Formula: C6H13NO3
Source: OMol25
Level of theory: ωB97M-V/def2-TZVPD

Summary:
* orbital gap: 0.344 Ha
* HOMO: -8.71 eV

Geometry as XYZ:
```
23
Properties=species:S:1:pos:R:3:mulliken_charge:R:1
C 0.89096 2.00024 0.33168 -0.990
C 0.84388 -0.74861 1.96697 -1.330
N 0.37964 0.79547 -0.34041 0.321
C 0.95568 -0.82170 0.46888 1.082
O 0.94419 0.70359 -1.62405 -0.455
O 1.98637 -1.12687 -0.12111 -0.771
H 1.64412 0.01760 -1.47037 0.390
H 0.33590 2.16447 1.25228 0.359
H 0.79292 2.84871 -0.34415 0.306
H 1.94477 1.83673 0.55602 0.344
H 1.62259 -0.08499 2.35271 0.307
H 1.01521 -1.74321 2.37664 0.415
H -0.13373 -0.36618 2.25641 0.321
C -0.51482 -1.86358 -0.12675 -1.253
C -1.81296 0.40458 -1.61086 -1.235
C -1.12252 0.53785 -0.27720 0.558
O -1.69458 0.91823 0.73216 -0.557
H -1.19456 0.02401 -2.41781 0.333
H -0.17958 -2.72217 0.45574 0.499
H -0.26641 -2.06771 -1.16834 0.259
H -1.57673 -1.81260 0.11418 0.350
H -2.65052 -0.27983 -1.47715 0.374
H -2.20981 1.38597 -1.88545 0.375
```

***

(b)
Formula: C6H13NO3
Source: OMol25
Level of theory: ωB97M-V/def2-TZVPD

Summary:
* orbital gap: 0.336 Ha
* SMILES string: CCNCC[C@@H](O)C(=O)O
* HOMO: -8.48 eV

Geometry as XYZ:
```
23
Properties=species:S:1:pos:R:3:mulliken_charge:R:1
C 3.98355 5.80374 0.09744 -1.124
C 3.68308 4.43517 0.70202 -0.638
N 2.35428 3.94044 0.39594 -0.159
C 1.22758 4.62777 0.99586 -0.610
C -0.03900 3.78941 0.84382 -0.873
C 0.13425 2.37227 1.39994 0.114
O -0.77199 1.51741 0.73648 -0.581
C 1.57391 1.89355 1.17080 0.672
O 2.36604 1.69291 2.06289 -0.589
O 1.82085 1.35853 -0.25020 -0.584
H 5.00776 6.11306 0.34809 0.397
H 3.89473 5.77692 -0.99864 0.281
H 3.29895 6.57371 0.48128 0.297
H 4.41407 3.69658 0.34150 0.383
H 3.79240 4.46577 1.79784 0.283
H 2.26326 3.40329 -0.62737 0.363
H 1.45712 4.73757 2.06809 0.344
H 1.05760 5.63153 0.57105 0.360
H -0.89310 4.26199 1.34474 0.340
H -0.25807 3.69894 -0.23074 0.305
H -0.03550 2.37258 2.48760 0.272
H -0.84517 0.68314 1.21064 0.360
H 0.94983 1.14810 -0.62249 0.386
```

***

(c)
Formula: C6H13NO3
Source: OMol25
Level of theory: ωB97M-V/def2-TZVPD

Summary:
* orbital gap: 0.370 Ha
* HOMO: -9.45 eV

Geometry as XYZ:
```
23
Properties=species:S:1:pos:R:3:mulliken_charge:R:1
C 2.18907 1.21780 3.36546 -1.651
C 1.91610 0.56127 2.00934 1.178
C 2.95780 -0.51023 1.70795 -1.664
O 0.65037 -0.07684 2.02363 -0.605
C 1.93887 1.64836 0.91356 -0.153
C 1.42936 1.22945 -0.48632 -0.570
C 0.47465 2.40918 -0.59059 0.565
O 0.40135 3.28159 -1.43281 -0.582
N 0.89095 2.65815 1.09255 -0.622
H 3.11835 1.80357 3.33696 0.339
H 1.36610 1.88796 3.65200 0.374
H 2.29276 0.44111 4.13553 0.412
H 2.95587 -1.26562 2.50579 0.415
H 2.74396 -1.00561 0.75169 0.367
H 3.96368 -0.07016 1.66117 0.357
H -0.01534 0.59896 2.23916 0.351
H 2.94987 2.07767 0.84626 0.566
H 2.21745 1.29217 -1.24702 0.300
H 0.91735 0.26177 -0.48420 0.343
H 1.09911 3.59331 1.42124 0.197
H -0.70739 2.47835 1.11506 0.496
O -1.43292 2.28215 0.07875 -0.723
H -1.86109 3.10688 -0.17868 0.311
```

***

(d)
Formula: C6H13NO3
Source: OMol25
Level of theory: ωB97M-V/def2-TZVPD

Summary:
* orbital gap: 0.382 Ha
* SMILES string: C[C@H]1CO[C@H]1CC(=O)O.N
* HOMO: -9.55 eV

Geometry as XYZ:
```
23
Properties=species:S:1:pos:R:3:mulliken_charge:R:1
C 1.85184 0.05364 -1.99138 -1.502
C 0.33677 -0.03550 -1.99160 0.319
C -0.27732 -1.41991 -1.73282 -0.572
O -0.94004 -0.96314 -0.53934 -0.385
C -0.44048 0.38057 -0.72183 0.150
C 0.33366 0.88687 0.47397 -0.442
C -0.54911 1.17738 1.67726 0.356
O -1.60612 1.79873 1.56044 -0.638
O 0.24197 1.39627 2.76258 -0.455
H 2.29265 -0.48287 -1.13942 0.321
H 2.25436 -0.39304 -2.91138 0.404
H 2.18753 1.09971 -1.95090 0.329
H -0.06640 0.44862 -2.88981 0.363
H -0.99845 -1.77031 -2.48475 0.229
H 0.44195 -2.22346 -1.51085 0.273
H -1.27718 1.06353 -0.93158 0.311
H 1.11967 0.18444 0.78035 0.217
H 0.82878 1.83087 0.19698 0.344
H -0.18385 2.04879 3.33415 0.363
N -1.30323 -1.06105 2.43321 -0.670
H -1.53727 -1.60062 1.59567 0.219
H -2.12527 -0.88513 3.00535 0.239
H -0.58446 -1.53442 2.97570 0.224
```

***

Least stable = (a)

***

(a)
Formula: C6H13NO3
Source: OMol25
Level of theory: ωB97M-V/def2-TZVPD

Summary:
* orbital gap: 0.403 Ha
* SMILES string: COC[C@@H](C)OCC#N.O
* HOMO: -10.31 eV

Geometry as XYZ:
```
23
Properties=species:S:1:pos:R:3:mulliken_charge:R:1
C 0.12689 1.55335 -2.43014 -0.810
O -0.60916 1.07046 -1.32825 -0.321
C 0.10495 1.04850 -0.11206 -0.737
C 0.84369 -0.25361 0.18834 0.590
C 1.56505 -0.13531 1.52144 -1.432
O -0.10832 -1.30509 0.08239 -0.357
C 0.10488 -2.54290 0.67551 -0.415
C -0.46521 -2.60852 2.04896 0.268
N -1.03824 -2.46811 3.05111 -0.429
H 1.02316 0.94142 -2.61627 0.263
H -0.52999 1.51963 -3.30705 0.267
H 0.44541 2.59431 -2.25253 0.356
H 0.82671 1.88005 -0.05666 0.399
H -0.64778 1.21180 0.67316 0.336
H 1.58081 -0.42667 -0.61613 0.120
H 2.37085 0.60512 1.43266 0.432
H 0.88916 0.20485 2.31903 0.370
H 1.98405 -1.08762 1.87133 0.361
H -0.40525 -3.31161 0.07520 0.338
H 1.16952 -2.82600 0.70935 0.337
O -3.38744 1.23970 -0.77623 -0.667
H -2.47800 1.19927 -1.12509 0.438
H -3.36576 1.89698 -0.02806 0.290
```

***

(b)
Formula: C6H13NO3
Source: OMol25
Level of theory: ωB97M-V/def2-TZVPD

Summary:
* orbital gap: 0.382 Ha
* SMILES string: CNC(C)=O.COC(C)=O
* HOMO: -9.51 eV

Geometry as XYZ:
```
23
Properties=species:S:1:pos:R:3:mulliken_charge:R:1
C 1.89751 -1.50634 -0.28904 -1.049
N 0.96274 -0.89563 0.64025 -0.198
C -0.43022 -1.20187 0.71996 0.743
C -0.99683 -2.23087 -0.21995 -1.039
O -1.02515 -0.85417 1.73594 -0.637
H 1.53549 -1.33529 -1.30368 0.359
H 1.96634 -2.57894 -0.10139 0.372
H 2.87787 -1.04583 -0.15747 0.298
H 1.33572 -0.57211 1.52568 0.267
H -1.77370 -1.75060 -0.81800 0.213
H -0.28910 -2.68780 -0.91007 0.369
H -1.46697 -3.03007 0.36030 0.327
C -1.79627 1.55388 -0.80756 -0.778
O -0.57389 0.83930 -0.97006 -0.359
C 0.69188 1.33020 -0.35609 0.896
C 0.46156 2.18928 0.85686 -1.218
O 1.70620 1.38233 -1.02704 -0.575
H -1.66588 2.60509 -1.08005 0.346
H -2.53433 1.13612 -1.49850 0.261
H -2.15924 1.46431 0.22070 0.332
H -0.28521 1.74250 1.51412 0.391
H 0.15753 3.19217 0.55583 0.365
H 1.40397 2.25433 1.40926 0.314
```

***

Least stable = (a)

***

(a)
Formula: BrHf
Source: OMol25
Level of theory: ωB97M-V/def2-TZVPD

Summary:
* orbital gap: 0.243 Ha
* net charge: +3
* HOMO: -27.47 eV

Geometry as XYZ:
```
2
Properties=species:S:1:pos:R:3:mulliken_charge:R:1
Hf 0.11465 0.60855 -1.24630 2.376
Br -0.11465 -0.60855 1.24630 0.624
```

***

(b)
Formula: BrHf
Source: OMol25
Level of theory: ωB97M-V/def2-TZVPD

Summary:
* orbital gap: 0.263 Ha
* net charge: +3
* HOMO: -27.99 eV

Geometry as XYZ:
```
2
Properties=species:S:1:pos:R:3:mulliken_charge:R:1
Hf 6.18413 -35.29634 -33.43533 2.357
Br 7.85047 -34.03251 -35.06368 0.643
```

***

Least stable = (a)